{"formula": "C16H48O8S8", "method": "ωB97M-V with the def2-TZVPD basis set", "species": ["C", "S", "O", "C", "H", "H", "H", "H", "H", "H", "C", "S", "O", "C", "H", "H", "H", "H", "H", "H", "C", "S", "O", "C", "H", "H", "H", "H", "H", "H", "C", "S", "O", "C", "H", "H", "H", "H", "H", "H", "C", "S", "O", "C", "H", "H", "H", "H", "H", "H", "C", "S", "O", "C", "H", "H", "H", "H", "H", "H", "C", "S", "O", "C", "H", "H", "H", "H", "H", "H", "C", "S", "O", "C", "H", "H", "H", "H", "H", "H"], "positions_angstrom": [[-5.7397, 3.2781, 3.0023], [-4.2463, 2.1989, 2.8579], [-4.6721, 0.7807, 3.0822], [-3.9566, 2.4521, 1.0749], [-6.1067, 3.2121, 4.0260], [-6.3920, 2.6848, 2.3493], [-5.6681, 4.3332, 2.6630], [-4.5751, 3.1915, 0.5313], [-3.9520, 1.4790, 0.5978], [-2.9251, 2.7662, 0.9633], [-0.5285, -2.0294, 4.1270], [-2.0888, -1.3327, 3.4847], [-2.4337, -2.2609, 2.3592], [-3.2040, -1.7840, 4.8481], [0.3460, -2.0510, 3.4859], [-0.7638, -3.0943, 4.4010], [-0.0883, -1.5036, 4.9968], [-4.1928, -1.5780, 4.4645], [-2.9620, -1.1760, 5.7146], [-3.0069, -2.7681, 5.1766], [-0.7383, 4.8312, -2.3297], [-1.2195, 3.0155, -2.5233], [-1.7583, 2.5904, -1.1773], [-2.7611, 3.2981, -3.5461], [-1.6379, 5.3054, -1.9595], [-0.3931, 5.2076, -3.2878], [0.0444, 4.9842, -1.6284], [-3.4357, 3.9741, -3.0486], [-3.2379, 2.3322, -3.6971], [-2.4387, 3.6697, -4.5230], [3.3380, 1.5908, -4.3218], [2.2114, 2.8047, -4.9123], [1.8985, 3.7105, -3.6882], [3.5247, 3.7167, -5.8476], [2.7573, 1.0432, -3.5843], [4.2733, 1.9698, -3.8561], [3.7125, 1.0218, -5.1874], [3.1820, 4.6390, -6.3088], [3.8920, 3.0473, -6.6307], [4.3161, 4.0317, -5.1757], [-1.1230, -5.1286, -0.4664], [-2.1721, -4.3213, -1.7519], [-2.6502, -5.3873, -2.6811], [-3.6303, -4.0047, -0.6970], [-1.8347, -5.5902, 0.2968], [-0.5916, -4.3770, 0.1346], [-0.5110, -5.8948, -0.9640], [-4.4513, -3.5930, -1.3494], [-3.2734, -3.5162, 0.2001], [-3.9589, -5.0363, -0.4698], [3.7573, -4.0057, 1.6414], [2.9553, -5.5981, 1.1867], [3.8462, -6.6884, 1.7002], [1.4888, -5.4787, 2.2536], [3.7547, -3.9765, 2.7431], [3.1400, -3.2696, 1.1541], [4.7884, -4.1336, 1.2737], [0.9354, -4.5460, 2.1227], [1.7832, -5.6658, 3.2678], [0.8414, -6.3219, 1.9287], [-0.5499, -0.6750, -0.0237], [1.0293, -0.9027, 0.9573], [1.2351, -2.4207, 1.0425], [2.0824, -0.2639, -0.4375], [-1.3159, -0.8505, 0.7424], [-0.4456, -1.4347, -0.7964], [-0.6832, 0.3409, -0.3454], [1.8562, 0.7668, -0.5898], [1.8789, -0.8489, -1.3147], [3.1534, -0.3073, -0.2572], [4.7979, 2.3332, 1.2086], [4.8890, 3.2722, -0.3422], [5.0463, 2.2911, -1.4424], [3.0350, 3.7622, -0.3554], [4.6718, 2.9935, 2.0347], [5.6839, 1.7707, 1.4299], [4.0138, 1.5783, 1.0620], [2.4580, 2.8717, -0.1296], [2.8707, 4.1665, -1.3726], [2.8252, 4.5073, 0.4331]], "lowdin_charge": [-0.26, 0.81, -0.57, -0.27, 0.04, 0.04, 0.06, 0.06, 0.05, 0.01, -0.26, 0.80, -0.57, -0.23, 0.01, 0.07, 0.06, 0.04, 0.06, 0.03, -0.22, 0.85, -0.60, -0.23, 0.04, 0.04, 0.02, 0.04, 0.04, 0.05, -0.30, 0.86, -0.60, -0.25, 0.04, 0.06, 0.06, 0.05, 0.05, 0.05, -0.25, 0.78, -0.58, -0.26, 0.07, 0.02, 0.06, 0.07, 0.02, 0.05, -0.25, 0.80, -0.57, -0.27, 0.06, -0.01, 0.05, 0.02, 0.04, 0.05, -0.19, 0.87, -0.60, -0.24, 0.01, 0.05, 0.02, 0.02, 0.05, 0.05, -0.26, 0.83, -0.57, -0.21, 0.04, 0.05, 0.04, 0.02, 0.03, 0.05], "homo_ev": -8.21, "largest_force_ev_per_a": 3.424, "energy_ev": -120424.5311, "lumo_energy_ev": 0.25, "gap_ev": 8.45, "e_above_lowest_ev": 0.973}

***

{"formula": "C24H20BrN6NiSe", "method": "ωB97M-V with the def2-TZVPD basis set", "species": ["Ni", "N", "C", "C", "N", "H", "H", "H", "H", "H", "H", "H", "H", "Br", "C", "C", "C", "C", "C", "C", "C", "C", "C", "C", "H", "H", "H", "H", "H", "H", "Se", "N", "C", "C", "C", "C", "C", "N", "C", "C", "N", "C", "C", "C", "C", "C", "N", "H", "H", "H", "H", "H", "H"], "positions_angstrom": [[-0.0804, 0.4145, 0.1382], [2.8019, 0.4641, 3.6607], [3.1707, 1.5714, 2.7793], [2.5512, 1.3255, 1.4119], [1.0875, 1.1151, 1.5571], [2.9834, 0.6815, 4.6313], [3.3329, -0.3704, 3.4382], [4.2488, 1.7211, 2.6652], [2.7665, 2.4926, 3.2090], [2.9783, 0.4279, 0.9685], [2.7312, 2.1501, 0.7250], [0.6904, 2.0082, 1.8392], [1.0013, 0.4949, 2.3685], [0.0503, -2.1931, 1.3215], [1.6418, -2.4195, 0.2841], [2.3056, -3.5957, 0.4626], [3.4776, -3.8597, -0.2754], [3.9372, -2.9397, -1.1681], [3.2580, -1.7109, -1.3651], [3.7529, -0.7703, -2.3009], [3.1066, 0.4134, -2.5013], [1.9413, 0.7077, -1.7603], [1.4190, -0.1629, -0.8358], [2.0758, -1.4125, -0.6282], [1.9292, -4.3272, 1.1640], [3.9975, -4.7964, -0.1282], [4.8328, -3.1322, -1.7455], [4.6519, -1.0149, -2.8526], [3.4831, 1.1299, -3.2200], [1.4555, 1.6637, -1.9315], [-7.4089, 1.0038, -1.4659], [-6.0070, 0.3665, -2.3527], [-4.9667, 0.5026, -1.5755], [-3.6209, 0.0830, -1.9517], [-3.3208, -0.5392, -3.1637], [-2.0204, -0.9146, -3.4056], [-1.0415, -0.6545, -2.4503], [-1.3102, -0.0507, -1.2966], [-2.5895, 0.3024, -1.0466], [-2.8399, 0.9031, 0.2608], [-1.7618, 1.0333, 1.0565], [-1.9453, 1.5080, 2.2833], [-3.1881, 1.9020, 2.7651], [-4.2888, 1.7960, 1.9435], [-4.1194, 1.2779, 0.6604], [-5.2143, 1.0911, -0.2845], [-6.4497, 1.4299, -0.0322], [-4.1112, -0.7189, -3.8800], [-1.7404, -1.4086, -4.3246], [-0.0120, -0.9329, -2.6166], [-1.0733, 1.5703, 2.9212], [-3.2734, 2.2812, 3.7730], [-5.2762, 2.0923, 2.2714]], "lowdin_charge": [0.32, 0.00, -0.26, -0.21, -0.01, 0.08, 0.08, 0.12, 0.12, 0.11, 0.13, 0.09, 0.06, 0.84, -0.57, -0.13, -0.06, -0.03, -0.16, -0.03, -0.07, -0.12, -0.24, -0.21, 0.10, 0.11, 0.12, 0.12, 0.11, 0.10, 1.18, -0.21, -0.33, -0.07, 0.04, 0.00, -0.05, 0.07, -0.11, -0.12, 0.06, -0.08, -0.01, 0.04, -0.07, -0.34, -0.22, 0.13, 0.12, 0.12, 0.11, 0.12, 0.13], "homo_ev": -10.43, "largest_force_ev_per_a": 0.200, "total_charge": 1, "energy_ev": -210581.4635, "lumo_energy_ev": -3.54, "gap_ev": 6.89, "e_above_lowest_ev": 0.091}

***

{"formula": "BrCl3P2", "method": "ωB97M-V with the def2-TZVPD basis set", "species": ["P", "P", "Cl", "Cl", "Cl", "Br"], "positions_angstrom": [[0.7276, 0.0242, 0.2704], [-1.3586, 0.2582, 1.0569], [0.5199, 0.0775, -1.6987], [0.9919, -1.8813, 0.7108], [-1.6503, 2.1296, 0.4755], [3.3750, 0.7567, 0.1579]], "lowdin_charge": [-0.47, 0.17, 0.16, 0.17, 0.06, -0.09], "homo_ev": [-9.30, -8.71], "largest_force_ev_per_a": 1.281, "energy_ev": -126187.6895, "lumo_energy_ev": [-2.68, -2.42], "gap_ev": [6.62, 6.29], "smiles": "ClP=P(Cl)(Cl)Br", "e_above_lowest_ev": 2.169}

***

{"formula": "C4H9NO2", "method": "ωB97M-V with the def2-TZVPD basis set", "species": ["C", "C", "C", "N", "C", "O", "O", "H", "H", "H", "H", "H", "H", "H", "H", "H"], "positions_angstrom": [[-0.8720, -1.0152, 0.6570], [0.8942, -0.1523, -0.8100], [-0.3516, -0.1547, 1.7530], [-0.1258, 0.2301, -1.8581], [0.4943, 0.9580, 1.0700], [-1.8329, -0.6817, -0.0716], [1.5617, 1.3308, 1.5471], [-1.0813, -0.1422, -1.4551], [-0.4852, -2.0462, 0.5964], [0.0706, -0.0887, -2.8098], [-0.2122, 1.2474, -1.8745], [1.1731, -1.1930, -0.9770], [1.7760, 0.4654, -0.9663], [-1.1597, 0.3227, 2.3126], [0.3036, -0.7102, 2.4238], [-0.1529, 1.6296, 0.4623]], "lowdin_charge": [-0.29, -0.14, -0.12, 0.05, -0.40, -0.07, -0.04, 0.12, 0.13, 0.14, 0.14, 0.06, 0.06, 0.12, 0.12, 0.12], "homo_ev": -7.93, "largest_force_ev_per_a": 1.428, "energy_ev": -9875.6064, "lumo_energy_ev": 0.38, "gap_ev": 8.31, "e_above_lowest_ev": 4.454}